Molecular formula: C5H7NO2
Method: DFT, ωB97M-V/def2-TZVPD

The structure (SMILES) is CC(N)=C(C=O)C=O. The orbital gap is 9.242 eV. For the highest occupied orbital energy, the calculation gives -9.077 eV. As for the multiplicity: 1.

Positions of all 15 atoms, in Å:
C  -2.066  -0.103  -0.594
C  -0.616  0.035  -0.908
N  -0.354  0.177  -2.223
C  0.337  0.057  0.121
C  1.740  0.127  -0.121
O  2.629  0.100  0.740
C  -0.064  -0.079  1.519
O  -1.198  -0.216  1.956
H  -2.644  -0.289  -1.535
H  -2.443  0.783  -0.027
H  -2.231  -1.004  0.035
H  0.597  -0.061  -2.654
H  -1.100  -0.054  -2.926
H  2.071  0.071  -1.199
H  0.787  0.030  2.194

These are the Mulliken partial charges, in e, on atoms 1 to 6:
1 C -1.03
2 C 0.79
3 N -0.46
4 C 0.18
5 C -0.09
6 O -0.55


Molecular formula: C4H10NO
Method: DFT, ωB97M-V/def2-TZVPD

The orbital gap is 3.791 eV. For the highest occupied orbital energy, the calculation gives -12.349 eV. As for the charge: +1. As for the multiplicity: 1.

Positions of all 16 atoms, in Å:
O  -1.378  0.118  0.803
C  -0.179  0.148  0.835
C  0.584  -0.159  -0.413
C  1.979  -0.293  -0.448
C  2.238  -1.837  -0.372
N  -3.784  2.193  0.314
H  0.364  0.433  1.738
H  -0.011  -0.158  -1.331
H  2.433  0.265  0.375
H  2.341  0.193  -1.363
H  3.314  -1.982  -0.317
H  1.924  -2.203  0.610
H  1.767  -2.380  -1.186
H  -4.279  2.183  -0.565
H  -2.949  1.633  0.259
H  -4.366  1.845  1.061

These are the Mulliken partial charges, in e, on atoms 1 to 6:
1 O -0.32
2 C -0.05
3 C 0.16
4 C -0.38
5 C -1.03
6 N -0.65


Molecular formula: C41H42P2PtSe
Method: DFT, ωB97M-V/def2-TZVPD

The orbital gap (spin up / spin down) is 6.379 / 4.916 eV. For the highest occupied orbital energy (spin up / spin down), the calculation gives -6.011 / -6.425 eV. As for the multiplicity: 3.

Positions of all 87 atoms, in Å:
Pt  0.180  -0.322  2.622
C  -1.917  0.101  4.888
C  -2.069  -0.164  3.528
C  -2.906  0.704  2.568
C  -2.061  1.563  1.574
C  -0.780  2.044  2.222
C  -0.596  2.483  3.519
C  -1.588  2.665  4.611
C  -2.037  1.410  5.512
C  2.027  -0.099  1.987
H  -1.678  -0.738  5.530
H  -2.244  -1.236  3.327
H  -3.653  1.296  3.114
H  -3.511  0.010  1.951
H  -1.785  0.903  0.727
H  -2.626  2.392  1.106
H  0.020  2.376  1.553
H  0.426  2.821  3.719
H  -2.506  3.150  4.219
H  -1.092  3.393  5.305
H  -1.468  1.477  6.462
H  -3.095  1.568  5.799
H  2.511  -0.890  2.565
H  2.371  0.910  2.222
H  1.959  -0.279  0.912
P  -0.171  -1.383  -3.206
P  1.365  0.778  -3.394
C  -1.165  0.085  -3.656
C  -0.316  1.071  -4.071
C  -0.555  -2.686  -4.452
C  -1.697  -2.614  -5.265
C  -1.966  -3.618  -6.203
C  -1.062  -4.672  -6.372
C  0.028  -4.791  -5.502
C  0.269  -3.824  -4.530
C  -0.985  -2.010  -1.738
C  -0.411  -1.558  -0.527
C  -0.959  -1.966  0.665
C  -2.085  -2.799  0.660
C  -2.676  -3.234  -0.545
C  -2.129  -2.831  -1.769
C  2.350  1.162  -4.880
C  2.183  0.244  -5.933
C  2.687  0.489  -7.211
C  3.509  1.601  -7.443
C  3.749  2.495  -6.387
C  3.176  2.276  -5.121
C  1.819  2.180  -2.349
C  3.093  2.234  -1.749
C  3.450  3.359  -1.011
C  2.540  4.417  -0.851
C  1.272  4.346  -1.449
C  0.904  3.224  -2.189
H  -2.238  0.148  -3.416
H  -0.517  1.910  -4.750
H  -2.376  -1.768  -5.150
H  -2.880  -3.569  -6.795
H  -1.213  -5.393  -7.176
H  0.685  -5.651  -5.580
H  1.085  -3.947  -3.822
H  0.450  -0.885  -0.563
H  -0.481  -1.641  1.641
H  -2.503  -3.100  1.617
H  -3.557  -3.890  -0.552
H  -2.591  -3.156  -2.722
H  1.607  -0.658  -5.742
H  2.443  -0.182  -8.039
H  3.947  1.759  -8.438
H  4.391  3.369  -6.572
H  3.387  2.999  -4.333
H  3.802  1.420  -1.863
H  4.445  3.432  -0.565
H  2.814  5.307  -0.274
H  0.560  5.170  -1.353
H  -0.078  3.151  -2.653
Se  0.965  0.323  4.952
C  0.564  -0.587  6.597
C  0.195  0.166  7.749
C  -0.381  -0.486  8.847
C  -0.646  -1.862  8.762
C  -0.008  -2.625  7.767
C  0.623  -1.990  6.697
H  0.330  1.249  7.729
H  -0.660  0.066  9.755
H  -1.353  -2.331  9.455
H  -0.035  -3.719  7.822
H  1.121  -2.541  5.901

These are the Mulliken partial charges, in e, on atoms 1 to 6:
1 Pt 0.60
2 C -0.99
3 C -0.29
4 C -0.88
5 C -0.18
6 C -0.74


Molecular formula: C22H50BeP2Si2
Method: DFT, ωB97M-V/def2-TZVPD

The orbital gap is 8.133 eV. For the highest occupied orbital energy, the calculation gives -7.613 eV. As for the multiplicity: 1.

Positions of all 77 atoms, in Å:
P  0.160  -2.246  -4.324
P  0.375  0.866  -4.103
C  -0.107  -1.293  -5.888
C  0.537  0.094  -5.807
H  -1.198  -1.228  -6.030
H  0.323  -1.898  -6.699
H  1.617  0.034  -6.012
H  0.078  0.783  -6.530
C  -1.318  1.567  -4.313
H  -1.506  2.271  -3.491
H  -2.069  0.768  -4.271
H  -1.385  2.095  -5.275
C  1.368  2.368  -4.445
H  0.975  2.904  -5.320
H  2.409  2.070  -4.627
H  1.333  3.018  -3.563
C  -0.885  -3.714  -4.587
H  -0.855  -4.338  -3.685
H  -0.515  -4.278  -5.453
H  -1.918  -3.384  -4.753
C  1.838  -2.919  -4.641
H  2.583  -2.112  -4.627
H  1.841  -3.413  -5.621
H  2.092  -3.645  -3.858
Be  0.657  -0.118  2.445
C  0.414  -0.016  0.191
C  -0.830  0.175  -0.300
C  -1.544  -0.550  -1.385
C  -1.962  -2.008  -1.070
C  -0.934  -3.060  -1.277
C  0.390  -2.932  -1.473
C  1.171  -1.664  -1.671
C  1.515  -0.829  -0.425
C  0.768  -1.807  2.662
H  0.790  0.694  0.987
H  -1.452  0.933  0.205
H  -0.998  -0.526  -2.340
H  -2.473  0.005  -1.588
H  -2.338  -2.044  -0.033
H  -2.836  -2.264  -1.700
H  -1.341  -4.076  -1.266
H  0.996  -3.848  -1.498
H  0.686  -0.984  -2.399
H  2.126  -1.932  -2.150
H  1.967  -1.493  0.322
H  2.322  -0.138  -0.727
H  1.513  -2.029  3.437
H  1.054  -2.344  1.750
H  -0.203  -2.208  2.986
C  -2.123  0.052  4.601
Si  -0.361  0.426  5.150
C  -0.431  1.592  6.639
C  0.324  -1.176  5.880
C  0.656  1.061  3.704
Si  0.313  2.872  3.356
C  1.414  3.946  4.452
C  0.647  3.317  1.560
C  -1.484  3.384  3.652
H  -2.718  -0.223  5.483
H  -2.147  -0.795  3.902
H  -2.614  0.904  4.118
H  -0.903  1.045  7.471
H  0.573  1.887  6.974
H  -1.017  2.504  6.475
H  0.076  -2.052  5.267
H  1.417  -1.131  5.986
H  -0.107  -1.328  6.882
H  1.726  1.039  4.026
H  2.469  3.841  4.160
H  1.147  5.008  4.346
H  1.336  3.690  5.517
H  0.102  2.675  0.858
H  0.330  4.354  1.374
H  1.717  3.248  1.329
H  -2.183  2.764  3.077
H  -1.793  3.366  4.705
H  -1.599  4.420  3.297

These are the Mulliken partial charges, in e, on atoms 1 to 6:
1 P 1.23
2 P 1.05
3 C -1.04
4 C -1.25
5 H 0.38
6 H 0.54


Molecular formula: C24H24ClHfN3O7S
Method: DFT, ωB97M-V/def2-TZVPD

The orbital gap is 7.733 eV. For the highest occupied orbital energy, the calculation gives -14.397 eV. As for the charge: +2. As for the multiplicity: 1.

Positions of all 61 atoms, in Å:
Hf  -0.247  -0.587  -0.460
O  1.893  -0.680  0.380
C  2.297  -0.394  1.771
C  1.754  -1.425  2.742
C  0.290  -1.831  2.478
C  0.188  -3.008  1.540
C  0.185  -4.300  2.035
C  0.186  -5.370  1.153
C  0.192  -5.123  -0.211
C  0.167  -3.815  -0.641
N  0.163  -2.773  0.214
H  2.429  -1.413  0.048
H  1.905  0.596  1.973
H  3.384  -0.350  1.787
H  1.843  -0.990  3.739
H  2.373  -2.325  2.740
H  -0.302  -0.966  2.135
H  -0.182  -2.106  3.421
H  0.183  -4.466  3.104
H  0.181  -6.386  1.525
H  0.194  -5.929  -0.929
H  0.131  -3.575  -1.694
O  -1.625  1.189  -0.672
Cl  -1.136  2.033  0.463
O  -0.714  3.282  0.002
O  -2.039  2.039  1.528
O  0.088  1.186  0.819
C  -7.201  0.860  -4.145
C  -6.002  0.172  -3.568
C  -6.063  -1.170  -3.193
C  -4.969  -1.808  -2.641
C  -3.798  -1.076  -2.452
C  -3.701  0.264  -2.826
C  -4.805  0.873  -3.385
S  -2.459  -1.905  -1.743
O  -2.216  -1.455  -0.310
O  -2.615  -3.312  -1.890
N  -1.054  -1.321  -2.271
C  -0.596  -0.994  -3.553
C  -1.079  -1.397  -4.767
C  -0.458  -0.928  -5.947
C  0.614  -0.082  -5.900
C  1.130  0.341  -4.649
C  2.212  1.232  -4.495
C  2.621  1.600  -3.236
C  1.968  1.071  -2.123
N  0.950  0.218  -2.220
C  0.518  -0.133  -3.479
H  -7.882  0.151  -4.611
H  -6.913  1.609  -4.881
H  -7.748  1.373  -3.350
H  -6.980  -1.724  -3.344
H  -5.006  -2.852  -2.363
H  -2.780  0.812  -2.694
H  -4.746  1.909  -3.692
H  -1.929  -2.065  -4.824
H  -0.847  -1.248  -6.904
H  1.077  0.275  -6.809
H  2.708  1.627  -5.373
H  3.437  2.292  -3.090
H  2.279  1.348  -1.124

These are the Mulliken partial charges, in e, on atoms 1 to 6:
1 Hf 1.03
2 O -0.47
3 C -0.66
4 C -0.59
5 C -0.77
6 C 0.61


Molecular formula: C25H30N4O4
Method: DFT, ωB97M-V/def2-TZVPD

The structure (SMILES) is COC(=O)c1c(NC(=O)CN2CCN(c3ccccc3OC)CC2)c2c(C)cccc2n1C. The orbital gap is 7.742 eV. For the highest occupied orbital energy, the calculation gives -7.340 eV. As for the multiplicity: 1.

Positions of all 63 atoms, in Å:
C  0.056  -3.620  -0.326
O  1.333  -3.051  -0.085
C  1.471  -1.765  -0.472
O  0.562  -1.156  -1.006
C  2.764  -1.179  -0.193
C  3.028  0.191  -0.250
N  2.040  1.139  -0.497
C  1.719  2.179  0.323
O  2.379  2.576  1.256
C  0.402  2.830  -0.107
N  -0.541  1.804  -0.484
C  -1.043  1.082  0.672
C  -2.164  0.144  0.245
N  -3.301  0.905  -0.240
C  -4.595  0.585  0.111
C  -5.557  1.574  0.317
C  -6.869  1.263  0.632
C  -7.252  -0.054  0.762
C  -6.320  -1.061  0.549
C  -5.013  -0.765  0.211
O  -4.070  -1.730  -0.073
C  -4.471  -3.074  -0.091
C  -2.980  2.229  -0.718
C  -1.610  2.185  -1.396
C  4.412  0.365  0.023
C  5.289  1.467  -0.006
C  4.831  2.834  -0.390
C  6.611  1.230  0.304
C  7.089  -0.044  0.620
C  6.265  -1.143  0.597
C  4.923  -0.939  0.279
N  3.923  -1.852  0.138
C  4.067  -3.276  0.252
H  -0.160  -3.631  -1.397
H  -0.721  -3.042  0.180
H  0.098  -4.633  0.066
H  1.235  0.775  -1.013
H  0.056  3.475  0.718
H  0.618  3.462  -0.973
H  -0.223  0.498  1.099
H  -1.406  1.768  1.459
H  -2.468  -0.460  1.100
H  -1.778  -0.520  -0.536
H  -5.275  2.612  0.243
H  -7.582  2.059  0.786
H  -8.268  -0.313  1.018
H  -6.641  -2.088  0.634
H  -4.789  -3.420  0.899
H  -5.279  -3.247  -0.810
H  -3.591  -3.637  -0.400
H  -2.964  2.979  0.091
H  -3.735  2.534  -1.448
H  -1.649  1.441  -2.201
H  -1.393  3.158  -1.842
H  4.184  2.790  -1.265
H  5.681  3.477  -0.605
H  4.258  3.272  0.425
H  7.307  2.055  0.293
H  8.133  -0.166  0.867
H  6.653  -2.125  0.817
H  5.123  -3.525  0.313
H  3.638  -3.772  -0.619
H  3.559  -3.649  1.145

These are the Mulliken partial charges, in e, on atoms 1 to 6:
1 C -0.69
2 O -0.36
3 C 0.63
4 O -0.65
5 C -0.60
6 C 1.62


Molecular formula: C3H12O4
Method: DFT, ωB97M-V/def2-TZVPD

The orbital gap (spin up / spin down) is 2.946 / 9.939 eV. For the highest occupied orbital energy (spin up / spin down), the calculation gives 0.794 / -6.264 eV. As for the charge: -1. As for the multiplicity: 2.

Positions of all 19 atoms, in Å:
C  -0.405  -1.256  0.945
O  -0.184  -1.716  -0.410
C  -1.259  -0.046  0.956
C  -2.325  0.094  1.720
H  0.637  -1.224  1.289
H  -0.853  -2.025  1.586
H  0.749  -1.984  -0.462
H  -0.985  0.740  0.300
H  -2.995  0.945  1.805
H  -2.678  -0.568  2.508
H  0.763  -1.578  -3.839
H  0.865  -0.752  -2.579
O  1.197  -0.789  -3.485
H  0.605  1.935  -2.218
H  1.985  1.602  -1.718
O  1.160  2.014  -1.431
H  1.565  1.997  2.251
H  1.054  1.366  0.912
O  1.104  1.244  1.870

These are the Mulliken partial charges, in e, on atoms 1 to 6:
1 C -1.16
2 O -0.11
3 C -0.25
4 C -0.88
5 H 0.63
6 H 0.12


Molecular formula: C2H3IO2
Method: DFT, ωB97M-V/def2-TZVPD

The structure (SMILES) is O=COCI. The orbital gap is 9.787 eV. For the highest occupied orbital energy, the calculation gives -9.409 eV. As for the multiplicity: 1.

Positions of all 8 atoms, in Å:
O  -0.450  1.101  -1.392
C  -0.780  -0.015  -1.264
O  -0.492  -0.682  0.125
C  0.377  0.005  0.946
I  2.177  -1.141  1.126
H  -1.391  -0.659  -1.885
H  0.601  1.090  0.383
H  -0.043  0.300  1.961

These are the Mulliken partial charges, in e, on atoms 1 to 6:
1 O -0.38
2 C 0.25
3 O -0.34
4 C -0.50
5 I 0.01
6 H 0.35


These records have maximum force values of 0.061, 0.036, 0.071, 0.034, 0.012, 0.016, 0.034, 0.085 hartree/bohr, in the order they appear.
These records have relative energy (zero: lowest compared OMol25 entry of this formula, charge and spin) values of 95.4, 412.1, 0.0, 0.0, 14.6, 170.9, 185.5, 173.9 kJ/mol, in the order they appear.